--- a ---
C4H14NO | wB97M-V/def2-TZVPD

Geometry (Å):
C1 -0.759 0.042 -0.859
C2 -0.697 -0.024 0.656
C3 -1.970 0.612 1.259
C4 -0.455 -1.489 1.124
N1 0.565 -0.438 -1.467
H1 -1.515 -0.654 -1.211
H2 -0.930 1.041 -1.252
H3 0.140 0.589 0.983
H4 -2.793 0.473 0.556
H5 -2.311 0.043 2.101
H6 -1.900 1.651 1.547
H7 -0.549 -2.198 0.300
H8 -1.089 -1.786 1.954
H9 0.582 -1.579 1.444
H10 0.908 0.302 -2.074
H11 1.322 -0.550 -0.789
H12 0.405 -1.263 -2.035
H13 3.158 1.726 -1.071
H14 2.794 1.473 0.385
O1 2.659 1.117 -0.502

## Properties
Multiplicity: 1
Net charge: +1
Molecular weight (g mol⁻¹): 92.162


--- b ---
C4H14NO | wB97M-V/def2-TZVPD

Geometry (Å):
C1 -0.450 -1.118 1.203
C2 0.623 -0.090 0.893
N1 0.544 0.331 -0.568
C3 1.460 -0.426 -1.463
C4 0.533 1.189 1.715
H1 -1.436 -0.894 0.785
H2 -0.716 -1.045 2.252
H3 -0.127 -2.126 1.068
H4 1.551 -0.621 1.020
H5 -0.434 0.229 -0.877
H6 0.782 1.319 -0.618
H7 1.060 -1.434 -1.547
H8 1.528 0.050 -2.438
H9 2.462 -0.488 -1.064
H10 0.126 0.941 2.699
H11 -0.249 1.808 1.328
H12 1.467 1.723 1.858
H13 -2.977 0.671 -1.312
H14 -2.402 -0.446 -2.115
O1 -2.218 0.111 -1.345

## Properties
Multiplicity: 1
Net charge: +1
Molecular weight (g mol⁻¹): 92.162


--- c ---
C4H14NO | wB97M-V/def2-TZVPD

Geometry (Å):
C1 0.787 1.002 1.896
C2 0.465 1.455 0.536
N1 -0.566 0.654 -0.307
C3 -0.231 0.076 -1.755
C4 0.568 -1.211 -1.607
H1 1.094 1.817 2.420
H2 -0.188 0.770 2.381
H3 1.414 0.181 1.809
H4 1.391 1.514 -0.094
H5 0.061 2.496 0.713
H6 -0.964 -0.175 0.209
H7 -1.373 1.258 -0.244
H8 -1.158 -0.067 -2.427
H9 0.402 0.889 -2.177
H10 -0.022 -2.070 -1.366
H11 1.330 -0.996 -0.703
H12 1.164 -1.436 -2.568
H13 -1.054 -1.846 1.769
H14 -1.823 -2.557 0.678
O1 -1.296 -1.755 0.838

## Properties
Multiplicity: 1
Net charge: +1
Molecular weight (g mol⁻¹): 92.162


Preferred: b; penalty for the next structure: 14.0 kJ/mol.


--- a ---
C3H4N2O3 | wB97M-V/def2-TZVPD

Geometry (Å):
C1 -1.764 -0.177 0.013
C2 -0.764 -1.305 0.062
C3 0.443 -0.769 -0.149
H1 0.778 1.420 1.245
H2 0.932 2.315 -0.146
H3 -0.967 -2.396 -0.071
H4 2.322 -0.691 -0.534
N1 1.076 1.422 0.264
N2 0.297 0.576 -0.507
O1 -1.068 0.981 -0.283
O2 -2.962 -0.155 0.071
O3 1.677 -1.220 0.034

## Properties
Structure (SMILES): Nn1oc(=O)cc1O
Multiplicity: 1
Molecular weight (g mol⁻¹): 116.076


--- b ---
C3H4N2O3 | wB97M-V/def2-TZVPD

Geometry (Å):
C1 -1.310 0.320 0.357
C2 -0.807 -0.245 1.681
C3 1.080 -0.022 0.422
H1 -2.505 0.027 0.093
H2 -1.229 1.506 0.492
H3 -1.294 0.236 2.548
H4 -0.875 -1.476 1.611
N1 -0.060 -0.037 -1.724
N2 -0.109 -0.145 -0.384
O1 -1.200 0.138 -2.204
O2 0.698 -0.112 1.605
O3 2.165 0.056 0.005

## Properties
Structure (SMILES): O=NN1CCOC1=O
Multiplicity: 1
Molecular weight (g mol⁻¹): 116.076


Preferred: a; penalty for the next structure: 118.9 kJ/mol.


--- a ---
C4H11NO3 | wB97M-V/def2-TZVPD

Geometry (Å):
C1 0.364 0.240 0.307
C2 0.275 -0.383 -1.219
C3 -0.060 -0.548 2.619
C4 0.242 0.750 -2.226
N1 -0.846 -1.256 -1.365
O1 0.354 -0.850 1.140
O2 -0.710 1.089 0.544
O3 1.531 0.973 0.395
H1 -1.519 0.533 0.572
H2 1.421 1.648 1.077
H3 1.192 -0.969 -1.305
H4 -1.728 -0.755 -1.324
H5 -0.833 -1.984 -0.664
H6 -1.139 -0.702 2.701
H7 0.517 -1.295 3.172
H8 0.241 0.432 2.996
H9 0.187 0.338 -3.231
H10 -0.626 1.386 -2.060
H11 1.138 1.356 -2.130

## Properties
Structure (SMILES): COC(O)(O)[C@H](C)N
Multiplicity: 1
Molecular weight (g mol⁻¹): 121.136


--- b ---
C4H11NO3 | wB97M-V/def2-TZVPD

Geometry (Å):
C1 -2.543 0.517 0.062
C2 -2.126 0.832 -1.148
N1 -0.550 -1.127 1.742
O1 -1.238 -0.872 2.978
H1 -2.147 -0.690 2.727
H2 -0.085 -2.020 1.880
H3 -2.507 1.222 0.877
H4 -2.928 -0.464 0.290
H5 -0.036 -0.056 -0.871
H6 -2.171 0.134 -1.968
H7 -1.746 1.813 -1.384
C3 3.154 0.142 -1.261
C4 1.836 0.199 -0.544
O2 1.690 0.489 0.616
O3 0.816 -0.105 -1.343
H8 0.184 -0.415 1.681
H9 3.197 0.962 -1.977
H10 3.229 -0.798 -1.810
H11 3.969 0.237 -0.547

## Properties
Structure (SMILES): CC(=O)O.C=C.NO
Multiplicity: 1
Molecular weight (g mol⁻¹): 121.136


--- c ---
C4H11NO3 | wB97M-V/def2-TZVPD

Geometry (Å):
C1 -0.830 0.556 0.169
C2 -0.697 0.451 1.641
O1 -0.665 -0.897 2.122
C3 0.530 0.208 -0.523
N1 0.916 -1.379 0.001
C4 0.378 -2.235 -1.135
O2 0.750 -0.051 -1.900
H1 -1.650 -0.028 -0.264
H2 -0.736 1.563 -0.087
H3 -1.601 1.048 2.028
H4 0.062 1.158 1.877
H5 0.384 -1.534 0.833
H6 1.319 0.634 0.143
H7 0.893 -2.020 -2.080
H8 0.411 -3.330 -0.913
H9 -0.725 -1.861 -1.204
H10 0.521 3.705 0.394
H11 0.671 1.130 -1.342
O3 0.068 2.884 0.240

## Properties
Multiplicity: 1
Molecular weight (g mol⁻¹): 121.136


--- d ---
C4H11NO3 | wB97M-V/def2-TZVPD

Geometry (Å):
O1 -1.356 2.680 -0.787
O2 -0.022 0.829 -0.498
C1 -0.433 2.114 -0.189
N1 1.626 -2.176 0.806
C2 1.133 -3.586 0.695
C3 0.966 0.183 0.257
C4 0.671 -1.323 0.030
H1 0.209 2.585 0.581
H2 1.365 -1.943 1.773
H3 0.862 -3.852 -0.341
H4 0.225 -3.632 1.319
H5 1.857 -4.329 1.070
H6 0.810 0.423 1.326
H7 1.995 0.491 -0.010
H8 -0.318 -1.572 0.461
H9 0.624 -1.521 -1.058
O3 -3.173 5.203 -1.836
H10 -2.906 4.296 -1.567
H11 -4.135 5.131 -2.031

## Properties
Structure (SMILES): CNCCOC=O.O
Multiplicity: 1
Molecular weight (g mol⁻¹): 121.136


Preferred: a; penalty for the next structure: 60.8 kJ/mol.


--- a ---
C4H11NO3 | wB97M-V/def2-TZVPD

Geometry (Å):
C1 0.913 0.254 0.049
C2 -0.536 0.357 0.384
C3 1.448 -1.093 -0.406
C4 -1.159 -0.744 1.215
N1 -1.093 0.330 -1.161
O1 1.344 1.317 -0.723
O2 -2.191 1.240 -1.259
O3 1.375 0.520 1.542
H1 1.064 1.185 -1.637
H2 -1.820 2.039 -1.654
H3 2.152 1.089 1.474
H4 -1.541 -0.578 -1.273
H5 -0.769 1.358 0.748
H6 1.012 -1.367 -1.365
H7 1.216 -1.861 0.325
H8 2.527 -1.014 -0.526
H9 -2.217 -0.532 1.356
H10 -0.671 -0.790 2.185
H11 -1.054 -1.710 0.724

## Properties
Structure (SMILES): C[C@H](NO)C(C)(O)O
Multiplicity: 1
Molecular weight (g mol⁻¹): 121.136


--- b ---
C4H11NO3 | wB97M-V/def2-TZVPD

Geometry (Å):
O1 1.640 3.097 1.337
C1 1.742 1.934 1.050
N1 0.716 1.047 0.915
C2 0.758 -0.297 0.339
C3 -0.754 -0.686 0.141
C4 -0.933 -2.199 0.569
O2 -1.379 -3.123 -0.460
H1 2.752 1.502 0.756
H2 -0.176 1.392 1.235
H3 1.153 -0.476 -0.646
H4 1.281 -0.926 1.059
H5 -1.139 -0.313 -0.780
H6 -1.496 -0.286 0.895
H7 0.042 -2.528 0.945
H8 -1.788 -2.317 1.207
H9 -1.467 -2.648 -1.303
H10 -0.016 2.463 -3.092
H11 -0.202 2.066 -1.697
O3 -0.734 2.298 -2.472

## Properties
Structure (SMILES): O=CNCCCO.O
Multiplicity: 1
Molecular weight (g mol⁻¹): 121.136


Preferred: b; penalty for the next structure: 95.0 kJ/mol.


--- a ---
C4H11NO3 | wB97M-V/def2-TZVPD

Geometry (Å):
C1 0.484 1.066 -0.625
N1 0.128 1.429 0.878
C2 0.721 0.557 1.763
O1 1.484 -0.440 1.165
O2 0.596 0.596 2.972
C3 -0.790 0.987 -1.489
C4 -1.034 -0.459 -2.003
H1 0.924 1.942 -0.980
H2 1.121 0.221 -0.718
H3 -0.374 2.276 1.041
H4 2.213 -0.509 1.833
H5 -0.634 1.532 -2.433
H6 -1.605 1.414 -0.799
H7 -0.324 -0.970 -2.731
H8 -0.922 -1.305 -1.209
H9 -2.069 -0.533 -2.252
H10 -0.018 -3.298 1.609
H11 -0.261 -1.913 1.936
O3 0.359 -2.593 2.041

## Properties
Structure (SMILES): CCCNC(=O)O.O
Multiplicity: 1
Molecular weight (g mol⁻¹): 121.136


--- b ---
C4H11NO3 | wB97M-V/def2-TZVPD

Geometry (Å):
O1 0.754 -3.177 1.767
C1 0.150 -2.130 1.825
N1 -0.370 -1.672 0.665
C2 -1.253 -0.606 0.398
C3 -0.495 0.463 -0.451
C4 -0.633 0.522 -2.018
O2 0.321 1.507 -2.653
H1 -0.032 -1.594 2.764
H2 -0.091 -1.938 -0.180
H3 -2.157 -0.820 -0.247
H4 -1.615 -0.206 1.390
H5 0.624 0.057 -0.341
H6 -0.443 1.438 -0.097
H7 -0.539 -0.465 -2.440
H8 -1.530 0.845 -2.438
H9 0.601 2.296 -1.958
H10 1.824 2.304 0.873
H11 2.443 1.556 2.053
O3 2.441 1.620 1.088

## Properties
Structure (SMILES): O=CNCCCO.O
Multiplicity: 1
Molecular weight (g mol⁻¹): 121.136


--- c ---
C4H11NO3 | wB97M-V/def2-TZVPD

Geometry (Å):
O1 -0.756 1.475 0.102
C1 -1.694 0.592 0.019
O2 -1.536 -0.605 0.247
C2 -3.068 1.148 -0.235
H1 -3.761 0.686 0.469
H2 -3.117 2.231 -0.137
H3 -3.434 0.885 -1.225
C3 1.576 -1.255 -0.820
O3 0.836 -2.463 -0.812
C4 1.718 -0.691 0.614
N1 1.634 0.800 0.609
H4 1.100 -0.500 -1.460
H5 2.567 -1.519 -1.193
H6 -0.039 -2.167 -0.495
H7 0.886 -1.088 1.185
H8 2.672 -1.005 1.042
H9 2.460 1.200 0.184
H10 1.656 1.108 1.582
H11 0.300 1.167 0.325

## Properties
Structure (SMILES): CC(=O)O.NCCO
Multiplicity: 1
Molecular weight (g mol⁻¹): 121.136


--- d ---
C4H11NO3 | wB97M-V/def2-TZVPD

Geometry (Å):
C1 -0.738 0.546 -0.310
C2 0.499 -0.757 0.078
C3 1.561 0.016 -0.572
C4 -2.082 -0.123 -0.066
N1 0.638 -0.950 1.453
O1 -0.682 1.087 -1.601
O2 -0.620 1.569 0.657
O3 2.826 -0.966 -0.428
H1 -1.466 1.634 -1.756
H2 0.084 2.165 0.373
H3 2.983 -1.081 0.520
H4 0.225 -1.661 -0.459
H5 -0.044 -1.562 1.875
H6 0.738 -0.094 1.984
H7 1.840 0.943 -0.067
H8 1.499 0.069 -1.652
H9 -2.138 -0.515 0.947
H10 -2.888 0.606 -0.190
H11 -2.235 -0.924 -0.786

## Properties
Structure (SMILES): CC(O)(O)[C@H](N)CO
Multiplicity: 1
Molecular weight (g mol⁻¹): 121.136


Preferred: c; penalty for the next structure: 128.9 kJ/mol.